(1)
Density functional theory data (wB97M-V/def2-TZVPD) for C33H24F5NO2PRuSe as an isolated structure in a non-equilibrium geometry.

As for the orbital gap (spin up / spin down): 4.98 / 5.10 eV. The expectation value of S² is 1.04. The total energy comes out at -130997.1153 eV. Its multiplicity is 2. The HOMO energy (spin up / spin down) is -7.0 / -6.8 eV. The calculation puts the lowest unoccupied orbital energy (spin up / spin down) at -2.032 / -1.673 eV.

```
68
C33H24F5NO2PRuSe | OMol25 | wB97M-V/def2-TZVPD
Ru 1.37804 0.05517 0.20513
Se 2.45423 -0.98746 2.09478
P -0.65221 -0.39786 -0.98320
F 0.50774 -2.44270 3.95866
F 1.41896 -0.23143 7.98969
F 3.50542 1.18445 4.03838
F 3.11772 1.44248 6.69523
F 0.12611 -2.18449 6.61654
O 3.32971 0.08392 -0.84760
O 5.10716 1.39275 -1.25090
N 2.01560 2.20000 0.25742
C 2.03393 -0.64865 3.92249
C 1.61741 -0.36585 6.68301
C -0.82579 -0.38719 -3.91222
C 0.06731 1.52026 -2.72093
C 2.48022 0.48780 6.01690
C 0.31887 2.18383 -3.90595
C 0.95678 -1.35800 5.97826
C -1.10306 -4.92782 -0.40780
C 2.75469 4.76987 -0.43060
C 1.58102 4.53943 0.27697
C 0.02521 1.55338 -5.10437
C 1.57787 -2.46611 -1.07764
C -2.12858 -2.78505 -0.81167
C -2.24916 -4.15016 -0.58532
C -0.49960 0.24017 -2.69938
C 3.14360 2.41395 -0.42643
C 0.30481 -2.98889 -0.84137
C -3.82433 0.64422 1.37089
C -2.58791 0.15903 0.95986
C 2.67514 0.34308 4.65550
C -1.64182 -0.43082 1.96831
C -4.71740 1.20116 0.46749
C -2.26221 0.23501 -0.40787
C -4.38603 1.28266 -0.87427
C -3.16089 0.80298 -1.30833
C 1.25530 3.24118 0.61388
C 3.55280 3.69267 -0.77106
C 1.16541 -1.48353 4.61839
C -0.54297 0.29131 -5.09667
C -0.88323 -2.19686 -0.94670
C -1.46719 -1.74510 -4.00618
C 3.96126 1.19353 -0.88625
C 0.14363 -4.36146 -0.50869
H -0.78124 -0.18759 -6.03878
H -5.07397 1.71956 -1.58646
H 0.93474 5.35547 0.56862
H -3.02029 -2.17243 -0.86966
H 0.74998 3.17642 -3.90327
H 4.48693 3.79953 -1.30377
H -1.71089 -1.97344 -5.04286
H 0.24227 2.04283 -6.04508
H -2.04301 -0.35489 2.97759
H -3.23030 -4.60115 -0.52021
H -1.20331 -5.98192 -0.18317
H -2.89199 0.86670 -2.35551
H -4.08817 0.58684 2.42010
H 0.36442 3.01618 1.18617
H -0.67960 0.09392 1.94409
H 3.04218 5.77533 -0.70922
H 1.03681 -4.95610 -0.36209
H -1.43839 -1.48323 1.75891
H 2.45872 -3.07000 -0.90836
H -0.79527 -2.52176 -3.63944
H -2.38497 -1.79794 -3.42279
H 1.73979 -1.51947 -1.57522
H -5.67279 1.57544 0.81257
H 0.31481 1.99687 -1.77849
```

(2)
Density functional theory data (wB97M-V/def2-TZVPD) for C33H24N12OPSZr as an isolated structure in a non-equilibrium geometry.

As for the orbital gap: 6.66 eV. The net charge is +1. The total energy comes out at -75939.0817 eV. The HOMO energy is -10.8 eV. The calculation puts the lowest unoccupied orbital energy at -4.118 eV.

```
73
C33H24N12OPSZr | OMol25 | wB97M-V/def2-TZVPD
Zr -0.91257 1.51617 -0.41172
S 2.36018 1.53205 0.29149
P -0.41250 -1.08996 -1.30262
O -3.18647 1.63597 -1.15982
N 1.37560 4.04634 -2.82451
N -1.78165 3.67634 1.49520
N 0.82334 1.93709 -2.67337
N -0.32369 4.96339 -1.39978
N -2.11055 4.90808 1.56390
N -1.04231 3.50467 0.34291
N 1.48203 0.79018 3.15010
N 0.83180 1.00299 0.91762
N -1.63411 5.61070 0.49499
N 1.66143 2.75561 -3.17963
N -1.73374 0.57721 1.55172
N -0.09980 2.67796 -1.96491
C -2.49742 0.75385 -1.67531
C 3.24261 -2.04636 -2.93541
C -1.73797 -2.69302 0.55992
C 0.94232 -1.48550 -2.45078
C -2.87563 -0.46235 -2.39975
C 3.32373 1.58548 1.76171
C -2.48943 -0.56405 3.93985
C -0.71875 -3.77774 2.45471
C 0.59284 0.73295 2.15487
C -3.33819 -2.90984 -3.57144
C -4.28553 -1.88865 -3.69635
C -3.43909 -0.23311 2.99960
C -1.84938 -3.44894 1.71846
C -2.16566 -2.71342 -2.86129
C -0.49098 -2.25100 0.10846
C 2.21045 -1.87225 -2.02398
C 3.64176 1.27439 4.12232
C 3.02602 -1.81406 -4.28463
C -0.99924 4.71709 -0.21570
C 0.52192 -3.33230 2.02539
C 2.83423 1.22219 3.00431
C -1.14757 -0.28399 3.68778
C -1.92018 -1.47202 -2.27924
C 0.31132 3.94806 -2.07037
C 5.45693 2.06267 2.76537
C 4.63832 2.00647 1.64393
C 0.63398 -2.56901 0.86918
C 0.74008 -1.23789 -3.80792
C 1.77302 -1.40361 -4.71599
C -3.01997 0.33270 1.80690
C -0.81497 0.30998 2.49672
C -4.06425 -0.66155 -3.10222
C 4.95887 1.69745 4.00405
H 4.21835 -2.35644 -2.58524
H 6.48090 2.39481 2.66305
H 3.83021 -1.94306 -4.99720
H 1.59512 -1.20057 -5.76374
H -0.79829 -4.38372 3.34833
H 1.61783 -2.22292 0.58438
H 3.24529 0.98946 5.09028
H -2.82490 -3.79505 2.03664
H -4.49238 -0.40732 3.16747
H -5.19264 -2.06474 -4.25890
H 5.58879 1.74170 4.88153
H -3.52430 -3.86824 -4.03919
H -0.21936 -0.89709 -4.17463
H 1.14623 0.66673 4.08926
H -2.63759 -2.46765 0.00067
H -0.39509 -0.54889 4.41717
H -0.07430 5.91451 -1.61598
H 2.43114 -2.03542 -0.97935
H -4.78883 0.13926 -3.17885
H 1.41514 -3.58246 2.58350
H -3.72135 0.60809 1.03055
H -1.44256 -3.51527 -2.77239
H 5.02747 2.29722 0.67470
H -2.77608 -1.03032 4.87324
```

(3)
Density functional theory data (wB97M-V/def2-TZVPD) for C33H24N6O4OsS2 as an isolated structure.

As for the orbital gap (spin up / spin down): 6.56 / 4.62 eV. The expectation value of S² is 6.04. The net charge is +2. The total energy comes out at -75862.7134 eV. Its multiplicity is 5. The HOMO energy (spin up / spin down) is -12.8 / -12.9 eV. The calculation puts the lowest unoccupied orbital energy (spin up / spin down) at -6.274 / -8.249 eV.

```
70
C33H24N6O4OsS2 | OMol25 | wB97M-V/def2-TZVPD
Os 0.02724 0.40062 0.20345
S 3.05875 2.75047 3.04851
S 1.30959 3.82989 0.93374
O 1.48058 -3.74015 2.08849
O -4.87854 0.33063 -4.57692
O 1.01376 -1.28975 1.41768
O -4.91829 2.49305 -3.74627
N -1.57987 0.40300 -0.94989
N 0.65106 -0.86196 -1.42005
N -1.30706 1.50756 1.38319
N 0.57010 2.07521 -1.57913
N 2.38788 0.36374 2.17456
N 1.68688 1.19571 1.40482
C -0.32547 -1.03440 -2.34529
C 0.94975 -2.72150 -3.45942
C 4.28659 -3.71916 4.34162
C -3.30221 2.95716 2.66567
C -0.20306 -1.95713 -3.37088
C 2.80253 -1.87767 2.87070
C -1.52166 -0.20240 -2.15247
C -2.12744 2.62979 3.32385
C 0.87386 5.33405 -2.83393
C -1.16378 1.90046 2.65314
C 1.95823 -2.51496 -2.53373
C -3.51667 0.89712 -2.75110
C 1.98117 2.46221 1.72370
C -0.74947 7.10414 -2.78378
C -0.06571 4.47927 -2.25265
C -2.59416 1.22704 -0.61095
C -3.48183 2.51311 1.36525
C -2.52072 0.01247 -3.09332
C 3.87936 -1.45070 3.67237
C 0.28630 3.15230 -1.88450
C -4.66243 1.32619 -3.92703
C 3.24827 -4.16574 3.55874
C -2.47516 1.78903 0.74785
C 2.48354 -3.25868 2.82076
C 3.17544 4.54581 2.76888
C 4.60643 -2.35501 4.40114
C 1.77099 -1.57434 -1.53499
C -1.35191 4.94029 -1.94425
C 1.87269 5.03664 2.18490
C -1.68761 6.25321 -2.21142
C -3.59428 1.51989 -1.52237
C 2.01703 -0.92796 2.10798
C 0.52372 6.64656 -3.09545
H -4.37688 2.23356 -1.31325
H -0.99914 -2.08789 -4.08989
H 1.24354 7.31611 -3.54590
H 2.54155 -1.38618 -0.80081
H 5.42699 -2.01464 5.01682
H -4.07697 3.52229 3.16515
H 1.08542 5.12182 2.93273
H 0.99754 -3.00667 1.67419
H 1.86205 4.96104 -3.06864
H -1.95759 2.93227 4.34727
H -2.06343 4.26298 -1.49275
H -2.52203 -0.46788 -4.06038
H 1.05514 -3.46513 -4.23698
H -4.40134 2.71935 0.83617
H -2.67773 6.62064 -1.97768
H 4.86712 -4.42746 4.91712
H 3.37673 5.01253 3.73152
H 2.88276 -3.07184 -2.58360
H -0.25052 1.60432 3.15190
H 1.99026 5.99186 1.67609
H -1.01429 8.13333 -2.98665
H 4.12575 -0.39979 3.69912
H 2.98346 -5.21241 3.49430
H 4.01675 4.71899 2.09965
```

(4)
Density functional theory data (wB97M-V/def2-TZVPD) for C33H25F4MoN4S3 as an isolated structure in a non-equilibrium geometry.

As for the orbital gap (spin up / spin down): 4.84 / 4.86 eV. The net charge is +3. The total energy comes out at -85785.7757 eV. The HOMO energy (spin up / spin down) is -16.1 / -16.1 eV. The calculation puts the lowest unoccupied orbital energy (spin up / spin down) at -11.292 / -11.284 eV.

```
70
C33H25F4MoN4S3 | OMol25 | wB97M-V/def2-TZVPD
Mo 1.12804 0.14469 1.27084
S 0.77973 0.48860 3.77854
S 3.53912 0.57424 1.93503
S 1.85679 -2.27358 2.30364
F -6.12026 -0.32993 0.73634
F -7.41079 1.50397 -0.71580
F -2.02011 1.85496 -0.16867
F -3.28529 3.66796 -1.60413
N -4.33112 -2.32080 2.24837
N -4.86813 5.38173 -3.40834
N -8.62515 3.76292 -2.36394
N -0.77303 -0.27693 1.30219
C 1.45753 -0.94283 -0.40516
C 0.57582 -1.16929 4.51895
C 2.36078 1.17036 4.41446
C 0.78995 2.07946 1.11226
C 4.34082 -1.03382 1.59018
C 3.62579 0.63362 3.77324
C -5.42383 2.66297 -1.24786
C 1.60998 -2.20011 4.12413
C -4.02746 0.68064 0.32569
C 0.26127 0.62847 -1.87832
C -5.44189 0.64562 0.16386
C 0.69692 -4.31831 -3.90623
C -3.35613 1.76433 -0.30681
C -7.49390 3.64551 -2.21487
C 1.29608 -2.62585 -2.27359
C -6.10886 1.59182 -0.58123
C -5.40716 4.58433 -2.78524
C 1.44517 0.30489 -1.17517
C -6.09116 3.58969 -2.04797
C 1.27241 -2.20008 -0.91233
C 0.21948 1.73042 -2.70411
C 3.69114 -2.27386 2.18148
C 2.52338 2.23183 -2.17232
C 2.58402 1.12254 -1.34924
C 1.34312 2.54263 -2.83776
C -3.91157 -1.41099 1.69611
C 0.70442 -3.87017 -2.60636
C 1.93299 -2.35038 -4.59193
C 1.91944 -1.87909 -3.30178
C -3.30516 -0.29462 1.05274
C 1.31197 -3.56259 -4.90594
C -4.00175 2.70300 -1.05698
C -1.93965 -0.25743 1.18865
H 1.26037 -3.18861 4.43376
H 4.06303 -2.48508 3.18208
H 2.56996 -2.01686 4.60243
H -0.59055 -0.03761 -1.78252
H -0.67978 1.96369 -3.25278
H 0.22087 -5.25605 -4.15157
H 3.94350 -3.13017 1.55345
H 2.43848 -1.78961 -5.36308
H 0.22213 -4.44777 -1.83093
H 1.31310 -3.91674 -5.92612
H 3.39273 2.85532 -2.31428
H 0.54555 -1.05177 5.60377
H 3.52972 0.84339 -0.89535
H 0.59282 2.73939 1.95889
H -0.41883 -1.47410 4.17854
H 4.45746 1.30211 4.01456
H 2.26965 2.24645 4.24243
H 4.36682 -1.08424 0.49990
H 3.88142 -0.36432 4.12556
H 2.37999 1.00766 5.49480
H 0.76004 2.67792 0.20540
H 1.05076 -2.98818 -0.19285
H 5.36801 -0.95281 1.95394
H 2.43403 -0.96280 -3.05691
H 1.30500 3.41027 -3.47772
```